[1]
# C32H22N12NiOSe

C32H22N12NiOSe as an isolated structure (ωB97M-V/def2-TZVPD, the OMol25 dataset).

Properties
gap between HOMO and LUMO (alpha / beta)	5.35 / 5.38	eV
energy	-5874.01381	hartree
LUMO (alpha / beta)	-7.523 / -7.498	eV
net charge	+2

Geometry as XYZ:
```
69
C32H22N12NiOSe (ωB97M-V/def2-TZVPD)
Ni -1.719 -3.148 -0.987
Se 3.360 -1.267 -5.913
N 2.271 -2.661 -5.837
C 1.658 -2.629 -4.682
C 0.652 -3.599 -4.266
C 0.142 -4.655 -5.028
C -0.881 -5.421 -4.504
C -1.423 -5.115 -3.257
N -0.947 -4.116 -2.513
C 0.101 -3.412 -3.004
C 0.544 -2.367 -2.136
N 0.351 -0.998 -0.265
C 1.261 -0.917 0.865
C 2.492 -0.535 0.588
C 2.842 -0.233 -0.843
C 1.377 -1.404 -2.544
C 2.003 -1.498 -3.837
N 2.883 -0.655 -4.313
H 0.538 -4.853 -6.016
H -1.295 -6.246 -5.064
H -2.255 -5.679 -2.857
H 0.861 -1.142 1.843
H 3.246 -0.431 1.356
H 3.449 -1.051 -1.238
C 3.581 1.103 -1.078
N 1.530 -0.340 -1.577
C 0.014 -2.350 -0.756
N -0.592 -0.049 -0.345
C -0.239 0.915 -1.185
N 0.871 0.777 -1.887
C 3.534 2.109 0.051
C 4.712 2.717 0.472
C 4.697 3.672 1.481
C 3.509 4.019 2.102
C 2.329 3.403 1.699
C 2.343 2.468 0.671
C 1.065 3.750 2.342
N 0.752 4.827 2.968
N -0.559 4.679 3.379
C -0.944 3.523 2.972
O 0.035 2.859 2.301
C -2.251 2.897 3.162
C -3.346 3.706 3.459
C -4.588 3.134 3.665
C -4.742 1.756 3.583
C -3.649 0.947 3.306
C -3.821 -0.548 3.268
N -3.568 -1.089 1.924
C -2.634 -1.937 1.538
N -2.741 -2.128 0.224
C -3.791 -1.324 -0.136
N -4.312 -0.690 0.876
C -2.403 1.519 3.088
H 3.190 1.539 -1.999
H 4.622 0.853 -1.280
H 0.549 -3.075 -0.131
H -0.872 1.777 -1.326
H 5.651 2.451 0.003
H 5.622 4.141 1.789
H 3.486 4.755 2.894
H 1.404 2.034 0.358
H -3.207 4.777 3.526
H -5.441 3.759 3.890
H -5.715 1.310 3.745
H -4.837 -0.826 3.541
H -3.133 -1.064 3.938
H -1.923 -2.400 2.201
H -4.155 -1.220 -1.145
H -1.538 0.897 2.879
```

---

[2]
# C5H8N2

An isolated molecule of C5H8N2 at a distorted geometry (ωB97M-V/def2-TZVPD, the OMol25 dataset).

Properties
gap between HOMO and LUMO	9.69	eV
energy	-304.67949	hartree
SMILES string	C#CC1(N)CNC1
LUMO	0.914	eV

Geometry as XYZ:
```
15
C5H8N2 (ωB97M-V/def2-TZVPD)
C 2.341 -0.899 -0.058
C 1.308 -0.300 -0.004
C -0.030 0.473 0.026
N 0.132 1.996 -0.080
C -0.926 -0.243 1.094
N -1.480 -1.061 -0.110
C -0.819 -0.180 -1.122
H 3.316 -1.332 0.321
H 0.349 2.200 0.900
H 1.040 2.113 -0.681
H -1.756 0.437 1.523
H -0.457 -0.919 1.856
H -1.149 -2.040 -0.272
H -0.238 -0.685 -1.921
H -1.632 0.439 -1.471
```

---

[3]
# C6H14N2O2

A 2-piece molecular cluster, C6H14N2O2 overall at a distorted geometry (ωB97M-V/def2-TZVPD, the OMol25 dataset).

Properties
gap between HOMO and LUMO	9.95	eV
energy	-497.03443	hartree
SMILES string	CNC(C)=O.CNC(C)=O
LUMO	0.549	eV

Geometry as XYZ:
```
24
C6H14N2O2 (ωB97M-V/def2-TZVPD)
C 2.063 1.797 -0.390
N 1.209 1.786 0.770
C 1.007 0.644 1.466
C -0.096 0.686 2.484
O 1.651 -0.369 1.248
H 2.331 2.822 -0.647
H 2.975 1.231 -0.230
H 1.561 1.385 -1.273
H 0.595 2.577 0.849
H 0.047 1.416 3.283
H -1.023 1.055 2.035
H -0.297 -0.301 2.883
C -1.858 0.440 -1.242
N -1.046 -0.628 -0.722
C -1.104 -1.873 -1.287
C -0.008 -2.830 -0.877
O -1.922 -2.155 -2.142
H -1.427 1.405 -0.984
H -1.991 0.331 -2.305
H -2.874 0.376 -0.851
H -0.534 -0.573 0.141
H 0.257 -3.421 -1.747
H 0.830 -2.315 -0.398
H -0.346 -3.486 -0.063
```

---

[4]
# C6H8N2O2S

An isolated molecule of C6H8N2O2S at a distorted geometry (ωB97M-V/def2-TZVPD, the OMol25 dataset).

Properties
gap between HOMO and LUMO	8.66	eV
energy	-891.51387	hartree
SMILES string	CSCc1cc(C(=O)O)[nH]n1
LUMO	0.161	eV

Geometry as XYZ:
```
19
C6H8N2O2S (ωB97M-V/def2-TZVPD)
C 1.257 -1.740 1.809
S -0.446 -2.198 2.180
C -1.147 -0.618 1.726
C -0.677 -0.169 0.392
C 0.266 0.729 -0.127
C -0.229 0.898 -1.400
C 0.416 1.795 -2.526
O -0.098 1.881 -3.646
O 1.508 2.551 -2.180
N -1.268 0.068 -1.629
N -1.632 -0.550 -0.515
H 1.117 -1.193 0.765
H 1.582 -1.205 2.684
H 1.862 -2.689 1.536
H -1.253 0.008 2.774
H -2.315 -0.873 1.335
H 0.899 1.287 0.685
H 1.632 2.372 -1.294
H -1.472 -0.353 -2.569
```